[1]
119
Properties=species:S:1:pos:R:3:forces:R:3 method="wB97M-V/def2-TZVPD" total_energy_ha=-7913.64303 lumo_energy_ev=3.67 mol_weight_g_mol=1008.95 charge=-2 e_above_lowest_ev=1.323 homo_lumo_gap_ev=5.82 max_force_ev_per_a=2.7
K -0.80762 -0.25675 0.01570 0.58 1.66 2.04
O -2.72645 -3.04312 -1.51036 0.14 0.41 -0.04
C -2.21285 -1.91290 -1.59031 -0.36 -0.32 -0.23
O -2.66406 -0.81551 -1.10949 -1.41 -1.05 -0.83
C -0.81695 -1.77218 -2.27897 0.05 -0.24 -0.47
O -0.72149 -1.76243 -3.52462 -0.06 -0.05 0.50
O 0.13590 -1.62692 -1.44012 0.64 -1.20 -1.60
C 3.27531 -1.21780 1.76310 -0.22 -0.08 -0.35
C 3.32697 -1.41366 0.24155 -0.14 0.04 0.25
As 2.24199 -2.97167 -0.30346 0.15 -0.28 -0.15
C 2.73828 -3.02149 -2.19876 -0.04 -0.02 -0.10
C 3.64382 -2.15825 -2.80735 -0.04 -0.07 -0.08
C 3.92772 -2.26597 -4.16684 -0.08 -0.10 0.06
C 3.29744 -3.23417 -4.93664 -0.02 0.03 0.14
C 2.37124 -4.08501 -4.34177 0.09 0.05 0.00
C 2.09747 -3.97717 -2.98762 0.03 0.12 0.00
C 3.57982 -4.34465 0.25813 0.01 -0.03 0.03
C 4.88229 -4.43959 -0.23279 0.02 -0.04 0.07
C 5.72743 -5.46668 0.17050 -0.10 -0.01 0.07
C 5.27856 -6.42528 1.07612 -0.05 0.09 -0.04
C 3.98371 -6.34589 1.57258 0.04 0.06 -0.06
C 3.14317 -5.31400 1.16204 0.08 0.07 0.00
As 1.40270 -0.67596 2.32964 0.75 -0.63 0.45
C 0.85702 -2.50100 2.89812 -0.08 -0.08 0.01
C 1.50597 -3.21954 3.89695 -0.04 -0.03 -0.07
C 1.10858 -4.51412 4.22550 -0.07 0.07 -0.07
C 0.04610 -5.10591 3.55498 0.05 0.09 -0.02
C -0.61394 -4.39789 2.55495 0.05 -0.01 0.05
C -0.21143 -3.11023 2.23400 0.09 0.07 -0.02
C 1.97614 0.01656 4.10685 0.04 0.12 0.05
C 1.17573 0.91703 4.81747 0.07 -0.07 -0.03
C 1.59064 1.45266 6.03050 0.07 -0.06 -0.04
C 2.82315 1.10326 6.57136 -0.03 -0.04 -0.08
C 3.63645 0.21841 5.87693 -0.11 0.04 -0.04
C 3.21711 -0.30920 4.65746 0.00 0.06 0.08
H 3.97448 -0.43381 2.05432 0.01 0.15 0.03
H 3.58535 -2.13847 2.26184 0.03 -0.03 0.10
H 4.35172 -1.55838 -0.10013 0.13 -0.01 -0.02
H 2.91580 -0.54161 -0.27316 -0.04 0.01 -0.05
H 4.11896 -1.37127 -2.23610 0.03 0.00 0.02
H 4.63504 -1.58372 -4.62320 0.00 0.03 -0.02
H 3.50656 -3.30969 -5.99661 0.00 0.00 -0.02
H 1.84425 -4.81729 -4.94146 -0.01 0.01 0.01
H 1.34269 -4.61250 -2.54034 -0.03 -0.03 0.00
H 5.23871 -3.70859 -0.95201 -0.02 -0.01 -0.01
H 6.73481 -5.52665 -0.22590 0.00 0.00 -0.01
H 5.93416 -7.23113 1.38720 -0.01 0.02 -0.01
H 3.62331 -7.08956 2.27515 0.00 0.03 -0.01
H 2.13196 -5.25326 1.55165 0.00 -0.02 0.01
H 2.33219 -2.77432 4.43750 0.03 0.02 0.01
H 1.63463 -5.05699 5.00264 0.00 0.00 0.01
H -0.26465 -6.11392 3.80595 0.00 0.01 0.00
H -1.44167 -4.84344 2.01664 0.01 0.01 0.00
H -0.74105 -2.58558 1.44616 0.08 -0.09 0.07
H 0.20646 1.17361 4.41655 -0.07 -0.03 0.00
H 0.94227 2.14255 6.56016 0.01 0.00 -0.03
H 3.14360 1.51254 7.52366 -0.01 0.00 -0.03
H 4.60075 -0.06730 6.28139 0.01 0.00 -0.01
H 3.88383 -0.98381 4.13748 -0.01 -0.03 0.02
O -1.05958 1.76434 1.31546 0.23 0.86 0.53
C -0.86537 3.02022 1.88753 -0.01 -0.05 0.00
C 0.54174 3.29518 2.39633 -0.06 -0.03 0.06
C 0.74064 4.28450 3.36128 -0.17 -0.03 -0.02
C 2.01840 4.54557 3.80711 0.05 0.06 0.06
C 3.07061 3.81181 3.28335 0.10 -0.07 -0.08
C 2.77800 2.84598 2.33368 0.06 0.00 0.00
N 1.54834 2.59093 1.89301 -0.01 0.09 -0.13
H -1.00068 1.08097 2.04630 -0.19 0.18 -0.07
H -1.56700 3.18111 2.71607 0.01 0.07 0.06
H -1.09141 3.77586 1.12686 -0.04 -0.04 -0.04
H -0.11080 4.82450 3.76131 0.02 -0.03 -0.01
H 2.19294 5.30094 4.56411 0.01 0.00 0.00
H 4.09114 3.97912 3.60278 -0.02 -0.05 0.02
H 3.57063 2.23876 1.89992 -0.06 0.04 0.06
N -9.08308 -2.18312 2.59073 -0.04 -0.01 0.00
C -7.95714 -1.94788 2.64257 0.43 0.09 0.03
C -6.54536 -1.64671 2.73575 -0.26 -0.07 0.06
C -5.81123 -1.29603 1.60340 0.00 0.01 -0.13
C -4.46591 -0.99322 1.70464 0.06 -0.04 -0.03
C -3.82198 -1.02981 2.95144 0.16 -0.02 -0.02
C -4.56250 -1.41326 4.07895 -0.12 0.02 -0.03
C -5.90763 -1.71396 3.97563 0.04 0.00 0.04
C -2.43811 -0.67403 3.07119 -0.56 -0.11 0.01
C -1.27093 -0.31408 3.17583 -0.03 0.26 0.16
H -6.30086 -1.27346 0.63823 0.06 0.00 -0.02
H -3.88672 -0.76419 0.81303 -0.10 -0.03 -0.05
H -4.05809 -1.46541 5.03387 -0.02 0.00 0.04
H -6.47728 -2.00373 4.84855 0.01 -0.01 0.05
C -3.39765 0.04308 -4.24570 0.05 -0.02 0.07
C -2.17851 0.91222 -4.59309 -0.19 -0.04 0.13
C -2.64433 2.02504 -5.53825 0.02 -0.10 -0.02
P -1.21910 1.32156 -3.03431 0.42 0.53 -0.28
C 0.49962 1.85340 -3.64751 0.03 -0.35 -0.05
C 0.68726 2.23371 -5.11779 0.02 0.00 0.04
C 1.49854 0.73327 -3.29930 -0.06 0.06 -0.02
C -1.84092 2.98129 -2.41547 -0.26 -0.06 0.00
C -3.28716 2.81707 -1.91772 0.12 0.00 0.02
C -1.68507 4.25483 -3.24895 0.04 0.03 0.08
H -3.86621 -0.31743 -5.16982 0.00 0.06 0.03
H -4.14573 0.61034 -3.68192 0.05 -0.03 -0.05
H -3.11599 -0.82017 -3.64942 0.02 0.03 -0.04
H -1.47642 0.25304 -5.11082 0.05 0.00 -0.03
H -3.46936 2.58790 -5.09152 0.05 -0.01 -0.01
H -3.03014 1.56867 -6.45916 0.00 0.05 0.05
H -1.86509 2.72760 -5.82046 0.05 0.03 0.01
H 0.74300 2.72406 -3.02845 -0.01 0.04 0.01
H 0.38733 1.41061 -5.77434 0.00 0.08 0.04
H 1.74935 2.43275 -5.31192 -0.07 -0.02 0.00
H 0.13044 3.12604 -5.40458 -0.04 0.00 -0.01
H 1.21719 -0.20956 -3.77850 0.00 0.05 0.04
H 1.51410 0.52715 -2.22681 -0.03 -0.01 -0.07
H 2.51333 1.00887 -3.62095 -0.08 0.00 0.04
H -1.20965 3.10056 -1.52516 0.01 -0.02 0.03
H -3.98758 2.82553 -2.75931 0.03 -0.02 0.04
H -3.56778 3.63602 -1.24360 0.02 -0.04 -0.07
H -3.41340 1.86979 -1.38395 0.01 0.06 -0.04
H -2.36761 4.26925 -4.09842 0.01 -0.01 -0.01
H -0.66641 4.37701 -3.62719 -0.06 -0.02 0.02
H -1.91280 5.13397 -2.63012 0.01 -0.05 -0.06


[2]
8
Properties=species:S:1:pos:R:3:forces:R:3 method="wB97M-V/def2-TZVPD" total_energy_ha=-3823.81512 lumo_energy_ev=0.30 mol_weight_g_mol=193.93 smiles=Cl[SiH2][C@H](Cl)Br charge=0 e_above_lowest_ev=1.921 homo_lumo_gap_ev=10.72 max_force_ev_per_a=1.7
Cl -1.72709 -1.14116 -1.45741 0.26 0.09 0.01
Si -0.57228 0.39040 -0.71859 -0.45 0.81 1.27
C 0.57470 -0.37836 0.70443 -1.61 -0.37 0.39
Cl 0.69416 0.72910 2.09014 0.21 0.58 -0.02
Br 2.35445 -1.01515 0.18292 -0.91 0.15 -0.02
H 0.26946 1.04231 -1.67687 0.57 -0.04 -0.74
H -1.55576 1.55461 -0.32176 0.92 -1.38 0.13
H -0.03764 -1.18175 1.19715 1.01 0.16 -1.01


[3]
9
Properties=species:S:1:pos:R:3:forces:R:3 method="wB97M-V/def2-TZVPD" total_energy_ha=-718.54075 lumo_energy_ev=-1.03 mol_weight_g_mol=109.11 charge=0 e_above_lowest_ev=0.825 homo_lumo_gap_ev=9.16 max_force_ev_per_a=2.5
C 1.08645 0.21269 0.78523 -1.21 0.39 0.91
N 0.04593 -0.33278 1.22484 -1.11 -1.07 0.47
O 1.49337 -0.07242 -0.43000 1.97 1.24 -0.25
O -1.74001 1.23540 -1.04157 -0.55 1.16 0.43
O -1.04856 -0.87472 -1.89603 -0.71 -0.56 -0.01
S -2.11338 -0.10381 -1.31359 1.32 -0.62 -0.41
H 1.68990 0.98437 1.20376 0.47 0.54 0.69
H -0.39349 -0.24550 2.15234 1.19 0.67 -0.68
H 0.97979 -0.80324 -0.68497 -1.36 -1.74 -1.14